Record 1
{"formula": "C33H37BaCl3N5O9S", "method": "ωB97M-V with the def2-TZVPD basis set", "e_homo_ev": [-4.16, -4.16], "charge": -1, "elements": ["Ba", "O", "C", "O", "C", "C", "C", "C", "C", "N", "C", "O", "O", "H", "H", "H", "H", "C", "C", "C", "C", "C", "C", "C", "S", "O", "O", "N", "C", "C", "C", "C", "C", "C", "C", "C", "N", "C", "H", "H", "H", "H", "H", "H", "H", "H", "H", "H", "H", "H", "H", "N", "C", "C", "C", "C", "N", "H", "H", "H", "H", "H", "H", "H", "H", "H", "H", "H", "H", "Cl", "C", "Cl", "Cl", "C", "O", "O", "C", "C", "C", "O", "C", "H", "H", "H", "H", "H", "H", "H", "H"], "xyz": [[-0.303, 0.453, -1.115], [3.294, 3.169, -4.659], [2.556, 2.456, -3.732], [1.994, 1.410, -3.929], [2.549, 3.223, -2.422], [3.452, 4.270, -2.265], [3.713, 4.675, -0.950], [3.021, 4.112, 0.050], [2.088, 3.075, -0.214], [1.810, 2.721, -1.446], [1.703, 2.295, 1.024], [2.289, 2.721, 2.024], [0.956, 1.288, 0.993], [3.451, 2.564, -5.401], [3.950, 4.724, -3.148], [4.483, 5.434, -0.704], [3.081, 4.427, 1.099], [3.046, -4.951, 4.571], [1.853, -4.202, 3.960], [0.836, -5.006, 3.451], [-0.179, -4.487, 2.650], [-0.273, -3.106, 2.406], [0.770, -2.302, 2.887], [1.740, -2.827, 3.744], [-1.565, -2.491, 1.366], [-2.806, -3.084, 1.862], [-1.232, -2.845, -0.005], [-1.574, -0.833, 1.503], [-2.006, -0.148, 2.595], [-2.229, -0.659, 3.915], [-2.024, 0.101, 5.109], [-1.762, 1.447, 5.060], [-1.750, 2.048, 3.768], [-1.520, 3.447, 3.685], [-1.430, 4.067, 2.463], [-1.700, 3.275, 1.317], [-1.876, 1.964, 1.375], [-1.848, 1.303, 2.526], [2.627, -5.885, 5.002], [3.473, -4.425, 5.407], [3.852, -5.199, 3.847], [0.873, -6.081, 3.666], [-0.895, -5.172, 2.142], [0.707, -1.238, 2.699], [2.322, -2.141, 4.341], [-2.581, -1.672, 3.938], [-2.044, -0.413, 6.096], [-1.582, 2.109, 5.936], [-1.387, 3.964, 4.633], [-1.299, 5.152, 2.367], [-1.778, 3.707, 0.311], [-3.393, -0.134, -0.922], [-4.279, 0.170, -2.036], [-4.685, -1.070, -2.835], [-3.525, -1.895, -3.397], [-2.263, -1.161, -3.995], [-1.022, -1.749, -3.438], [-3.535, -1.048, -0.509], [-3.464, 0.564, -0.216], [-3.683, 0.830, -2.698], [-5.189, 0.726, -1.691], [-5.374, -0.677, -3.613], [-5.377, -1.681, -2.191], [-4.009, -2.557, -4.185], [-3.196, -2.650, -2.651], [-2.249, -0.126, -3.762], [-2.317, -1.270, -5.091], [-0.302, -1.620, -4.135], [-1.199, -2.750, -3.303], [-2.732, 2.796, -5.128], [-2.070, 3.948, -4.013], [-3.271, 5.100, -3.474], [-0.574, 4.773, -4.672], [-1.496, 3.144, -2.752], [-1.662, 3.630, -1.601], [-1.003, 1.990, -3.023], [4.324, -1.866, -1.264], [3.464, -2.788, -0.377], [2.086, -2.209, -0.335], [2.164, -0.924, -0.991], [3.522, -0.576, -1.285], [4.426, -2.275, -2.333], [5.356, -1.724, -0.871], [3.868, -2.850, 0.630], [3.451, -3.835, -0.713], [1.752, -2.045, 0.677], [1.317, -2.761, -0.875], [3.818, 0.143, -0.486], [3.467, -0.005, -2.239]]}

Record 2
{"formula": "C33H37BrINO4Si2Sr", "method": "ωB97M-V with the def2-TZVPD basis set", "e_homo_ev": -0.23, "charge": -2, "elements": ["Sr", "C", "C", "C", "C", "C", "C", "C", "C", "C", "C", "H", "H", "H", "H", "H", "H", "H", "H", "H", "H", "H", "H", "H", "H", "C", "Si", "C", "C", "C", "C", "C", "C", "C", "Si", "C", "C", "H", "H", "H", "H", "H", "H", "H", "H", "H", "H", "H", "H", "H", "H", "H", "H", "I", "C", "C", "C", "C", "C", "C", "C", "O", "O", "H", "H", "H", "H", "Br", "C", "C", "N", "C", "C", "C", "C", "O", "O", "H", "H", "H"], "xyz": [[0.209, -0.638, 0.081], [-1.923, 1.240, 5.492], [-1.193, 1.214, 4.144], [-0.984, 2.629, 3.624], [-1.931, 0.309, 3.179], [-2.887, 0.783, 2.287], [-3.595, -0.083, 1.465], [-3.375, -1.453, 1.506], [-4.144, -2.396, 0.626], [-2.396, -1.926, 2.374], [-1.685, -1.063, 3.193], [-1.379, 1.848, 6.220], [-2.038, 0.234, 5.901], [-2.923, 1.667, 5.372], [-0.210, 0.763, 4.302], [-1.933, 3.166, 3.541], [-0.494, 2.626, 2.652], [-0.363, 3.193, 4.325], [-3.067, 1.847, 2.201], [-4.302, 0.321, 0.750], [-4.946, -2.890, 1.183], [-3.490, -3.169, 0.221], [-4.587, -1.867, -0.217], [-2.154, -2.983, 2.376], [-0.898, -1.459, 3.824], [4.294, 0.546, -1.678], [2.517, -0.106, -2.101], [3.036, -1.550, -3.292], [1.943, 1.253, -3.378], [2.759, 1.464, -4.500], [2.460, 2.388, -5.487], [1.300, 3.143, -5.369], [0.486, 2.955, -4.266], [0.769, 2.030, -3.251], [-0.493, 1.912, -1.753], [-0.670, 3.800, -1.317], [-2.134, 1.697, -2.781], [4.901, 0.703, -2.579], [4.813, -0.178, -1.042], [4.254, 1.492, -1.131], [3.764, -1.253, -4.056], [2.170, -1.982, -3.801], [3.486, -2.348, -2.693], [3.668, 0.879, -4.603], [3.122, 2.516, -6.339], [1.035, 3.871, -6.131], [-0.416, 3.556, -4.190], [-0.832, 4.447, -2.187], [0.205, 4.171, -0.777], [-1.533, 3.915, -0.650], [-2.341, 2.554, -3.434], [-2.992, 1.560, -2.115], [-2.073, 0.804, -3.410], [6.166, 0.495, 7.026], [4.707, 0.282, 5.545], [4.692, -0.859, 4.754], [3.716, -1.003, 3.781], [2.772, -0.006, 3.578], [2.812, 1.141, 4.363], [3.767, 1.286, 5.356], [1.690, -0.159, 2.523], [1.151, 0.866, 2.062], [1.399, -1.342, 2.209], [5.434, -1.632, 4.903], [3.666, -1.891, 3.166], [2.086, 1.921, 4.167], [3.785, 2.175, 5.974], [-1.597, -6.636, -4.869], [-2.169, -4.975, -4.164], [-3.292, -4.362, -4.698], [-3.753, -3.196, -4.261], [-3.097, -2.607, -3.261], [-1.973, -3.155, -2.657], [-1.488, -4.369, -3.125], [-1.295, -2.456, -1.491], [-1.828, -1.398, -1.084], [-0.268, -2.989, -1.018], [-3.829, -4.841, -5.510], [-3.461, -1.649, -2.912], [-0.603, -4.793, -2.671]]}

Record 3
{"formula": "C33H37ClCrF4N6O4S", "method": "ωB97M-V with the def2-TZVPD basis set", "e_homo_ev": [-11.40, -11.38], "spin_multiplicity": 2, "s_squared": 0.872, "charge": 1, "elements": ["Cr", "C", "N", "C", "C", "C", "N", "C", "C", "F", "C", "F", "C", "C", "F", "C", "F", "H", "H", "H", "H", "H", "H", "H", "H", "H", "H", "H", "O", "C", "N", "S", "O", "O", "C", "C", "C", "C", "C", "C", "H", "H", "H", "H", "C", "C", "C", "C", "C", "O", "C", "C", "C", "C", "C", "C", "Cl", "C", "C", "C", "N", "C", "N", "C", "N", "H", "H", "H", "H", "H", "H", "H", "H", "H", "H", "H", "H", "H", "H", "H", "H", "H", "H", "H", "H", "H", "H"], "xyz": [[-0.056, 0.666, -0.290], [-1.567, 0.856, -2.911], [-0.434, 0.103, -2.314], [0.718, 0.231, -3.232], [-0.785, -1.338, -2.186], [-1.636, -1.575, -0.959], [-0.938, -0.915, 0.153], [-1.407, -1.015, 1.472], [-0.828, -0.147, 2.392], [0.131, 0.707, 1.910], [-1.194, -0.077, 3.710], [-0.598, 0.805, 4.509], [-2.186, -0.915, 4.184], [-2.770, -1.794, 3.298], [-3.726, -2.620, 3.714], [-2.398, -1.853, 1.964], [-3.015, -2.728, 1.163], [-1.722, 0.535, -3.944], [-1.332, 1.919, -2.904], [-2.481, 0.692, -2.346], [0.441, -0.130, -4.226], [1.564, -0.348, -2.871], [1.005, 1.281, -3.310], [0.154, -1.878, -2.064], [-1.274, -1.700, -3.094], [-1.746, -2.645, -0.790], [-2.642, -1.159, -1.067], [-2.499, -0.879, 5.219], [0.050, 2.795, -0.590], [-1.165, 2.870, -0.268], [-1.766, 1.718, 0.020], [-3.374, 1.892, 0.361], [-4.155, 1.254, -0.658], [-3.630, 1.574, 1.732], [-3.331, 3.648, 0.134], [-4.371, 4.542, 0.272], [-4.079, 5.886, 0.056], [-2.793, 6.304, -0.276], [-1.756, 5.386, -0.405], [-2.048, 4.054, -0.198], [-5.369, 4.217, 0.535], [-4.870, 6.619, 0.152], [-2.598, 7.357, -0.429], [-0.749, 5.700, -0.651], [7.822, -0.381, -2.286], [7.193, 0.897, -2.871], [7.542, 0.965, -4.361], [7.848, 2.089, -2.155], [5.641, 0.869, -2.677], [5.116, -0.438, -2.934], [4.826, 1.786, -3.603], [4.984, 3.313, -3.606], [4.246, 3.990, -2.475], [4.903, 4.577, -1.397], [4.197, 5.138, -0.339], [2.813, 5.117, -0.361], [1.921, 5.801, 0.962], [2.131, 4.564, -1.433], [2.852, 4.010, -2.479], [5.329, 1.168, -1.198], [4.048, 0.639, -0.750], [2.847, 1.169, -0.876], [1.951, 0.314, -0.398], [2.699, -0.750, 0.028], [3.978, -0.589, -0.175], [8.907, -0.259, -2.260], [7.615, -1.268, -2.888], [7.485, -0.593, -1.270], [8.615, 0.811, -4.486], [7.292, 1.930, -4.805], [7.038, 0.188, -4.943], [8.905, 2.122, -2.422], [7.799, 1.995, -1.069], [7.417, 3.052, -2.432], [5.607, -0.836, -3.660], [3.775, 1.563, -3.382], [4.984, 1.412, -4.616], [4.565, 3.667, -4.551], [6.031, 3.617, -3.616], [5.987, 4.602, -1.373], [4.716, 5.590, 0.496], [1.049, 4.571, -1.448], [2.315, 3.590, -3.326], [5.302, 2.242, -1.035], [6.067, 0.730, -0.536], [2.648, 2.158, -1.267], [2.276, -1.629, 0.486]]}

Relative energy (zero: lowest compared OMol25 entry of this formula, charge and spin) values, unit kcal per mole, following the record order: 0.0, 0.0, 0.0.
Energy values, unit eV, following the record order: -109801.333, -139241.431, -114596.099.